[1]
Computed, not measured: a 12-piece molecular cluster, C36H58O36 overall at a distorted geometry, with ωB97M-V/def2-TZVPD.

DFT total energy (Ha): -4115.0464
ΔE to the lowest compared entry with this formula, charge and spin (eV): 6.740
SMILES string: COC(=O)OC.COC(=O)OC.COC(=O)OC.COC(=O)OC.COC(=O)OC.O=C1OCCO1.O=C1OCCO1.O=C1OCCO1.O=C1OCCO1.O=C1OCCO1.O=C1OCCO1.O=C1OCCO1
Orbital gap (eV): 10.36
LUMO (eV): 0.1

```
130
Properties=species:S:1:pos:R:3:forces:R:3
C 4.583 4.294 16.678 -2.0 0.1 0.2
O 5.914 4.517 16.544 3.8 -0.4 1.4
C 6.606 4.854 17.694 -3.6 1.5 -1.7
O 6.059 5.308 18.672 0.6 -0.9 0.1
O 7.847 4.846 17.381 2.6 -0.1 0.4
C 8.702 5.342 18.429 0.4 0.4 0.1
H 4.372 3.476 15.988 -0.6 0.4 -0.1
H 4.131 5.264 16.470 -0.9 -0.4 -0.4
H 4.268 4.010 17.682 0.2 -0.1 0.1
H 8.602 6.420 18.555 -0.6 0.0 0.0
H 9.742 5.237 18.120 -0.2 -0.7 -0.1
H 8.452 4.840 19.363 0.3 0.0 -0.1
C 7.756 -7.295 5.566 1.0 -0.2 -0.5
O 6.880 -6.257 6.002 -1.2 -0.2 1.0
C 7.214 -4.978 6.119 3.3 2.2 -1.8
O 8.204 -4.469 5.525 -3.1 -1.4 2.2
O 6.345 -4.286 6.927 0.9 -0.8 -0.3
C 6.749 -2.943 7.287 1.0 0.6 -0.5
H 8.813 -7.088 5.731 -0.1 0.6 0.0
H 7.623 -7.542 4.513 -0.2 0.5 -0.1
H 7.578 -8.231 6.095 -0.6 0.4 0.4
H 6.552 -2.228 6.488 -0.3 -0.3 -0.1
H 7.823 -2.857 7.454 0.1 -0.5 -0.1
H 6.312 -2.561 8.209 -0.7 -0.8 -0.1
C 16.416 -1.065 3.273 -0.7 -0.9 0.4
O 15.452 -0.272 4.003 1.8 -0.2 -1.0
C 14.251 -0.816 4.191 0.0 -1.0 -0.3
O 13.911 -1.991 4.131 0.6 1.9 0.0
O 13.517 0.246 4.442 -0.3 -0.1 -0.3
C 12.161 0.056 4.719 -0.9 0.4 1.4
H 17.430 -0.667 3.311 -0.4 0.3 0.6
H 16.159 -1.138 2.216 -0.3 0.1 0.0
H 16.340 -2.052 3.730 0.5 -0.2 -0.3
H 11.730 1.042 4.547 -0.4 -0.4 -0.3
H 12.090 -0.116 5.793 -0.3 -0.2 0.1
H 11.674 -0.782 4.220 0.3 0.3 -0.4
C 6.046 13.803 10.860 0.5 -0.1 -1.0
O 6.309 12.563 11.537 -0.8 -0.7 -0.2
C 5.212 11.824 11.748 -3.0 0.1 1.4
O 4.042 12.160 11.504 2.8 -0.7 0.1
O 5.520 10.696 12.448 0.7 0.6 0.3
C 4.446 10.061 13.162 -2.1 -0.6 -1.4
H 6.914 13.973 10.222 0.3 0.2 0.5
H 5.892 14.614 11.572 -0.1 -0.2 -0.1
H 5.244 13.710 10.128 -0.4 0.0 0.6
H 3.786 9.613 12.419 -0.2 0.2 -0.3
H 3.779 10.713 13.725 0.6 0.5 0.0
H 4.630 9.166 13.756 1.6 0.5 0.1
C -0.204 9.625 7.661 -0.9 -0.1 1.6
O -0.033 10.930 7.191 -0.1 1.1 0.1
C 1.012 11.257 6.433 0.2 -4.7 -1.4
O 1.778 10.450 5.922 -0.6 0.8 1.4
O 0.914 12.438 5.997 1.2 4.2 -1.3
C 0.668 13.619 6.743 -1.1 0.3 0.9
H 0.598 9.403 8.364 0.2 -0.7 -0.5
H -0.519 8.872 6.938 0.9 0.1 -0.4
H -1.089 9.746 8.286 -0.1 -0.2 0.2
H 1.016 14.502 6.207 0.0 -0.4 -0.4
H 1.123 13.666 7.733 0.4 -0.6 -0.1
H -0.403 13.697 6.931 -0.1 0.2 -0.2
O 9.160 11.743 6.314 0.7 1.4 0.3
C 10.030 12.572 6.357 0.5 -2.4 -0.2
O 10.225 13.556 5.487 -0.7 0.9 -0.4
C 11.410 14.322 5.793 -0.7 -0.7 -0.3
C 11.827 13.707 7.101 1.5 -0.6 0.9
O 11.144 12.473 7.171 -1.8 0.1 -0.1
H 12.139 14.067 5.025 -0.1 0.5 -0.1
H 11.109 15.369 5.819 0.4 -0.1 0.0
H 11.646 14.280 8.010 -0.1 0.2 -0.2
H 12.862 13.365 7.082 0.3 0.7 0.1
O 2.848 1.128 3.060 -3.1 0.1 -1.4
C 1.680 1.149 2.654 5.2 -0.1 -0.9
O 1.283 1.253 1.374 -0.3 0.2 -1.2
C -0.183 1.303 1.338 1.0 -0.1 -1.5
C -0.512 1.430 2.759 -1.5 0.4 0.6
O 0.645 1.023 3.373 -0.9 -0.6 4.6
H -0.448 2.202 0.782 -0.1 -0.4 -0.3
H -0.619 0.387 0.937 0.4 0.1 -0.5
H -1.266 0.723 3.104 -0.4 0.6 -0.1
H -0.711 2.482 2.963 -0.3 -0.1 0.7
O 4.372 3.077 9.657 0.4 0.3 0.1
C 4.858 3.877 8.912 -1.5 -0.2 0.9
O 4.587 5.184 8.915 -0.2 0.6 1.0
C 5.129 5.769 7.774 -0.7 2.4 -1.6
C 5.905 4.711 7.026 -0.4 0.1 1.0
O 5.645 3.598 7.921 2.3 -1.4 -2.5
H 4.314 6.196 7.190 -0.3 -0.4 -0.2
H 5.720 6.667 7.951 0.3 -0.3 0.8
H 6.949 5.019 6.976 0.2 -0.8 0.2
H 5.548 4.516 6.015 -0.1 -0.3 0.3
O 0.131 -0.807 16.720 0.8 -0.1 -0.1
C 0.979 -1.290 16.037 -1.0 -0.3 -0.7
O 0.944 -1.250 14.666 0.6 -0.1 0.1
C 2.151 -1.860 14.166 -0.7 -0.3 -0.8
C 2.621 -2.657 15.328 0.5 -0.9 -0.4
O 2.021 -2.047 16.448 0.5 0.4 0.8
H 1.962 -2.633 13.421 -0.6 0.6 -0.5
H 2.818 -1.120 13.725 0.0 0.2 0.4
H 3.705 -2.768 15.281 0.1 0.5 1.0
H 2.249 -3.678 15.236 -0.3 -0.1 0.2
O 10.879 3.316 9.495 0.5 3.1 -1.0
C 11.080 4.490 9.197 -1.2 -2.2 1.6
O 10.428 5.558 9.744 -0.4 -1.6 0.2
C 11.023 6.768 9.324 0.1 0.2 1.9
C 11.953 6.332 8.243 0.0 1.6 -1.6
O 11.976 4.944 8.334 0.7 -1.2 -0.9
H 10.179 7.424 9.110 0.5 0.3 -0.4
H 11.611 7.128 10.169 -0.3 0.4 0.2
H 12.981 6.694 8.253 -0.1 0.1 0.5
H 11.521 6.729 7.325 0.1 -0.8 -0.6
O 9.945 6.860 2.488 2.1 3.1 -3.1
C 10.471 7.686 1.718 -1.0 -0.9 1.8
O 10.628 7.610 0.374 -1.2 -1.2 0.0
C 11.366 8.701 -0.129 1.0 -0.4 -1.4
C 11.450 9.651 0.980 0.1 1.5 1.4
O 11.001 8.895 2.079 -0.4 -0.8 1.8
H 12.350 8.311 -0.389 0.0 0.1 -0.3
H 10.925 9.208 -0.987 -0.3 -0.7 -0.2
H 10.829 10.542 0.881 -0.4 -0.2 -0.1
H 12.441 10.054 1.187 0.2 -0.4 0.0
O -2.631 2.840 7.466 1.9 -4.4 2.0
C -2.224 1.744 7.918 0.3 3.4 0.0
O -2.795 0.567 7.753 -1.7 -0.5 -1.6
C -1.930 -0.475 8.052 1.1 -2.4 1.9
C -0.983 0.160 9.116 0.1 -0.3 -2.1
O -1.108 1.513 8.725 -1.0 2.5 -0.4
H -2.423 -1.377 8.415 -1.0 0.6 0.8
H -1.453 -1.034 7.247 0.6 1.4 -1.0
H 0.069 -0.031 8.903 -0.1 -0.6 0.4
H -1.256 -0.041 10.153 -0.1 0.3 -0.1
```
Forces are in eV/Å.


[2]
Computed, not measured: C36H59BrNO4SiW as an isolated structure at a distorted geometry, with ωB97M-V/def2-TZVPD.

DFT total energy (Ha): -4692.4733
ΔE to the lowest compared entry with this formula, charge and spin (eV): 1.591
Total charge: +3
Orbital gap (eV): 4.49
LUMO (eV): -10.0

```
103
Properties=species:S:1:pos:R:3:forces:R:3
W 2.023 0.874 -3.853 -0.3 2.5 0.4
C 2.342 3.022 -3.104 1.2 0.5 0.5
C 3.639 2.308 -2.733 -3.0 -0.1 0.0
C 3.179 1.364 -1.690 1.3 1.0 -0.2
C 1.755 1.523 -1.528 0.4 0.5 -0.2
C 1.303 2.687 -2.210 -0.9 -0.2 -1.2
C -0.095 3.345 -2.051 1.1 0.9 1.8
C 0.181 4.712 -1.186 1.1 -1.8 0.2
C -0.925 2.548 -1.071 -0.2 -0.5 0.5
C -0.890 3.573 -3.327 0.6 0.1 -0.8
C 4.035 0.560 -0.692 -0.6 0.1 1.2
C 3.058 -0.158 0.266 0.3 -0.2 0.3
C 4.824 1.545 0.238 -0.4 0.7 -0.3
C 4.954 -0.516 -1.234 -1.4 -0.3 -0.4
C 4.930 2.795 -3.417 0.5 -1.1 0.1
C 5.224 4.081 -2.658 -1.2 2.3 -0.5
C 6.202 1.936 -3.285 0.5 -0.5 -0.6
C 4.662 2.909 -4.974 0.2 -0.4 1.6
H 2.213 3.869 -3.783 0.4 -0.5 0.1
H 1.066 0.975 -0.903 0.5 -0.2 0.2
H 0.922 4.484 -0.378 -0.6 -0.1 -0.5
H -0.697 5.106 -0.667 -0.1 -0.2 -0.6
H 0.672 5.451 -1.769 0.1 0.8 -0.7
H -0.411 2.276 -0.138 0.0 0.2 -0.3
H -1.442 1.670 -1.439 0.2 -0.3 -0.4
H -1.691 3.242 -0.810 -0.8 0.2 0.5
H -0.452 4.397 -3.973 -0.7 -1.1 0.6
H -1.933 3.788 -3.060 0.4 0.3 -0.1
H -0.923 2.599 -3.865 0.0 0.7 -0.1
H 2.544 0.516 0.992 0.1 -0.6 -0.7
H 3.623 -0.902 0.815 0.5 0.3 0.6
H 2.438 -0.857 -0.288 -0.9 0.4 -0.2
H 4.121 2.330 0.543 0.2 0.0 0.2
H 5.680 2.061 -0.225 -0.3 -0.4 0.0
H 5.176 1.053 1.173 -0.3 0.0 -0.8
H 4.342 -1.436 -1.282 0.7 0.2 -0.5
H 5.699 -0.671 -0.492 0.9 -0.2 0.4
H 5.370 -0.239 -2.186 0.4 -0.3 -0.2
H 5.176 4.017 -1.559 0.1 -0.4 -0.4
H 4.429 4.836 -2.931 0.9 -0.5 0.3
H 6.193 4.529 -2.929 -0.3 -0.3 0.0
H 6.609 1.895 -2.273 -0.3 -0.2 0.1
H 7.043 2.394 -3.883 -1.1 -0.4 0.4
H 6.038 0.912 -3.672 0.3 0.5 0.2
H 3.895 3.642 -5.199 0.2 0.2 -0.3
H 4.334 1.912 -5.318 0.1 0.2 -0.1
H 5.639 3.080 -5.433 -0.5 0.4 -0.2
O 0.125 2.088 -7.145 -1.0 0.9 -1.0
C 0.834 1.475 -6.464 1.0 -1.8 0.3
O 1.373 1.982 -5.285 -0.2 -0.3 -0.1
C 1.330 0.013 -6.695 -0.1 0.9 0.6
C 1.207 -0.868 -7.766 -0.4 2.1 -1.0
C 1.855 -2.093 -7.697 -0.7 0.4 -0.7
C 2.661 -2.399 -6.610 -0.3 0.2 -1.0
C 2.786 -1.470 -5.662 -1.0 1.8 2.3
N 2.045 -0.327 -5.649 1.0 -1.0 0.1
C 3.516 -1.580 -4.371 0.5 -0.3 0.4
O 4.077 -2.492 -3.867 -0.5 1.0 -0.6
O 3.399 -0.308 -3.710 2.0 -2.2 0.3
H 0.723 -0.370 -8.659 0.3 -1.4 0.8
H 1.724 -2.766 -8.524 0.2 -0.3 -0.1
H 3.219 -3.275 -6.500 0.7 -1.4 -0.2
C -1.637 -3.676 5.379 0.5 -1.9 -0.8
C -3.120 -4.005 5.178 -0.5 0.7 -0.8
C -3.850 -4.214 6.486 -0.8 -1.1 1.1
C -3.380 -5.271 4.286 0.6 1.0 0.5
Si -3.861 -2.321 4.743 -2.8 1.5 -2.2
Br 0.140 -0.427 -3.272 -0.7 -0.4 0.3
C -3.988 -0.607 5.749 0.6 -1.4 -0.6
C -3.698 0.597 4.743 1.3 -0.9 0.0
C -5.417 -0.566 6.326 -0.5 0.5 -0.5
C -2.857 -0.726 6.832 0.4 2.9 -0.3
C -5.395 -2.276 3.199 5.7 -0.1 2.2
C -5.983 -0.938 2.810 -2.2 -2.1 -0.5
C -4.631 -2.924 2.012 -0.5 0.0 -0.5
C -6.131 -3.232 4.115 -2.2 1.0 -2.4
H -1.116 -4.590 5.704 -0.2 0.1 0.4
H -1.487 -2.925 6.116 0.3 0.7 0.5
H -1.102 -3.493 4.436 -0.3 0.6 0.1
H -3.248 -4.811 7.167 0.2 -0.3 0.1
H -4.789 -4.781 6.332 0.4 0.4 0.0
H -4.103 -3.348 7.090 0.0 0.5 0.0
H -3.010 -6.111 4.936 -0.2 0.5 -1.2
H -2.918 -5.144 3.297 0.5 -0.5 0.5
H -4.434 -5.392 4.045 0.1 -0.3 0.5
H -4.280 0.761 3.813 -0.3 -0.4 1.1
H -2.661 0.474 4.336 -0.5 0.1 0.5
H -3.679 1.503 5.348 -0.2 0.1 -0.1
H -6.270 -0.625 5.609 0.9 -0.2 0.3
H -5.561 0.393 6.805 0.1 0.5 0.2
H -5.602 -1.277 7.112 0.1 -0.6 0.3
H -1.858 -0.721 6.295 -1.0 -0.4 0.9
H -2.996 -1.452 7.604 0.0 -1.3 -0.2
H -2.811 0.161 7.537 -0.2 -0.2 -1.2
H -5.373 -0.428 2.068 -0.2 0.0 -0.1
H -6.191 -0.303 3.649 -0.2 0.3 0.2
H -7.027 -1.297 2.382 1.8 1.3 0.3
H -5.398 -2.990 1.247 0.2 0.3 -0.9
H -4.305 -3.976 2.063 -0.1 0.5 0.8
H -3.740 -2.323 1.678 -1.1 -0.4 0.1
H -6.207 -3.034 5.159 0.1 0.4 1.1
H -5.807 -4.214 3.910 0.1 -1.1 0.1
H -7.168 -3.118 3.724 0.0 -0.6 0.6
```
Forces are in eV/Å.